DFT (wB97M-V/def2-TZVPD) results for C4H7NO2 in the gas phase.

Output
Relative energy (zero: lowest compared OMol25 entry of this formula, charge and spin): 26.4 kJ/mol
2S+1: 1
Gap between HOMO and LUMO: 11.0 eV
SMILES string: C[C@H]1CNC(=O)O1
Lowest unoccupied orbital energy: 0.0284 Eh

Each line ends with the natural charge from an NBO analysis.
CARTESIAN COORDINATES (ANGSTROEM)
C (1.216811, 1.393657, -0.415965)  -0.63
C (0.038700, 0.558174, 0.013382)  0.09
C (-0.324732, -0.664751, -0.815817)  -0.24
N (-1.045076, -1.460323, 0.168933)  -0.66
C (-0.574428, -1.094268, 1.437803)  0.88
O (-0.848986, -1.603400, 2.487962)  -0.57
O (0.281062, -0.040278, 1.302905)  -0.50
H (2.098868, 0.776147, -0.608770)  0.22
H (1.460277, 2.119991, 0.364226)  0.23
H (0.960464, 1.941786, -1.328580)  0.22
H (-0.860273, 1.186347, 0.110347)  0.17
H (0.576001, -1.211425, -1.125028)  0.20
H (-0.926424, -0.449709, -1.700831)  0.21
H (-2.052263, -1.451947, 0.109434)  0.40

Cartesian forces (eV/Å) of the 3 atoms listed first:
C 0.0 0.0 0.0
C 0.0 0.1 -0.2
C 0.0 0.1 -0.1

---

DFT (wB97M-V/def2-TZVPD) results for C5H4N2 in the gas phase.

Output
Relative energy (zero: lowest compared OMol25 entry of this formula, charge and spin): 311.2 kJ/mol
2S+1: 1
Gap between HOMO and LUMO: 9.6 eV
SMILES string: C#Cc1ccn[nH]1
Lowest unoccupied orbital energy: 0.0259 Eh

Each line ends with the natural charge from an NBO analysis.
CARTESIAN COORDINATES (ANGSTROEM)
C (2.450245, -0.634680, -1.077984)  -0.17
C (1.375947, -0.173654, -0.783117)  -0.06
C (0.083416, 0.187010, -0.288464)  0.09
C (-0.743931, -0.742835, 0.280016)  -0.33
C (-1.692821, -0.056595, 1.044285)  -0.02
N (-1.608226, 1.263402, 0.902768)  -0.23
N (-0.407199, 1.418842, -0.084229)  -0.40
H (3.394488, -1.049109, -1.358425)  0.24
H (-0.753516, -1.770802, -0.008281)  0.23
H (-2.365711, -0.617199, 1.724442)  0.23
H (0.267307, 2.175624, -0.351009)  0.43

Cartesian forces (eV/Å) of the 3 atoms listed first:
C -0.5 0.3 0.0
C 0.4 0.0 -0.5
C -0.2 -0.6 0.1

---

DFT (wB97M-V/def2-TZVPD) results for C20H22N2O2 in the gas phase.

Output
Relative energy (zero: lowest compared OMol25 entry of this formula, charge and spin): 76.3 kJ/mol
2S+1: 1
Gap between HOMO and LUMO: 9.1 eV
SMILES string: Cc1cc(OCCn2cnc3ccccc3c2=O)cc(C(C)C)c1
Lowest unoccupied orbital energy: 0.0194 Eh

Each line ends with the natural charge from an NBO analysis.
CARTESIAN COORDINATES (ANGSTROEM)
C (5.221596, 2.871861, 2.523551)  -0.63
C (4.176825, 2.025877, 1.861280)  0.02
C (2.973503, 1.762253, 2.486698)  -0.29
C (2.008068, 0.967993, 1.869193)  0.40
O (0.867409, 0.768626, 2.603416)  -0.51
C (-0.231163, 0.130608, 2.009481)  -0.07
C (-0.959436, 1.062130, 1.017488)  -0.25
N (-1.691937, 0.309305, 0.023157)  -0.43
C (-1.247817, 0.216592, -1.257768)  0.30
N (-1.791978, -0.455229, -2.196519)  -0.49
C (-2.941385, -1.146940, -1.904195)  0.24
C (-3.566520, -1.892327, -2.908927)  -0.24
C (-4.723820, -2.582882, -2.631388)  -0.18
C (-5.284336, -2.549828, -1.354483)  -0.23
C (-4.681200, -1.823581, -0.353355)  -0.14
C (-3.506056, -1.115733, -0.615820)  -0.23
C (-2.852466, -0.353049, 0.441206)  0.66
O (-3.228297, -0.265016, 1.592100)  -0.61
C (2.259536, 0.436643, 0.612589)  -0.37
C (3.469949, 0.689149, -0.026009)  0.04
C (3.766902, 0.083547, -1.377407)  -0.24
C (2.695418, 0.431091, -2.412777)  -0.60
C (3.922353, -1.434170, -1.253125)  -0.59
C (4.413299, 1.484093, 0.601607)  -0.25
H (5.563163, 3.654760, 1.848550)  0.22
H (4.833934, 3.331917, 3.428362)  0.22
H (6.084657, 2.261672, 2.788588)  0.22
H (2.753966, 2.159604, 3.465233)  0.22
H (0.068906, -0.795937, 1.501694)  0.17
H (-0.900198, -0.132462, 2.831188)  0.22
H (-0.226110, 1.695530, 0.512821)  0.22
H (-1.663753, 1.692024, 1.566309)  0.23
H (-0.349988, 0.776977, -1.489672)  0.19
H (-3.119746, -1.905132, -3.890275)  0.23
H (-5.205554, -3.157026, -3.409153)  0.22
H (-6.193155, -3.096798, -1.154082)  0.22
H (-5.091502, -1.781061, 0.644258)  0.24
H (1.533336, -0.188506, 0.117769)  0.21
H (4.720094, 0.495783, -1.726026)  0.20
H (2.517048, 1.504402, -2.430740)  0.21
H (3.019825, 0.120093, -3.403270)  0.21
H (1.759230, -0.077405, -2.195624)  0.20
H (2.993490, -1.890147, -0.918500)  0.20
H (4.701348, -1.677188, -0.533920)  0.21
H (4.189599, -1.866068, -2.215017)  0.21
H (5.353343, 1.687403, 0.108662)  0.20

Cartesian forces (eV/Å) of the 3 atoms listed first:
C 0.0 0.0 0.0
C -0.2 0.0 0.1
C -0.1 0.0 0.0

---

DFT (wB97M-V/def2-TZVPD) results for 2 unconnected molecules or ions with the total composition C4H12.

Output
Relative energy (zero: lowest compared OMol25 entry of this formula, charge and spin): 163.4 kJ/mol
2S+1: 1
Gap between HOMO and LUMO: 12.0 eV
SMILES string: CC.CC
Lowest unoccupied orbital energy: 0.0427 Eh

Each line ends with the natural charge from an NBO analysis.
CARTESIAN COORDINATES (ANGSTROEM)
C (1.667233, -0.800991, -0.403970)  -0.63
C (1.380341, 0.526297, -1.099210)  -0.63
H (2.627112, -1.435716, -0.605143)  0.22
H (1.733300, -0.512088, 0.661840)  0.21
H (0.804068, -1.588786, -0.313000)  0.20
H (0.740673, 1.241196, -0.635161)  0.21
H (0.996208, 0.608440, -2.115498)  0.20
H (2.313551, 0.872309, -1.347009)  0.21
C (-1.931977, -0.315601, 0.245709)  -0.64
C (-1.107751, 0.561077, 1.201840)  -0.63
H (-2.843698, -0.496708, 0.899480)  0.21
H (-2.211803, 0.344616, -0.631203)  0.21
H (-1.510638, -1.266095, -0.166732)  0.22
H (-1.596954, 1.004176, 2.134730)  0.21
H (-0.701083, 1.490111, 0.633516)  0.21
H (-0.397822, -0.086150, 1.817962)  0.21

Cartesian forces (eV/Å) of the 3 atoms listed first:
C -1.1 -2.4 1.8
C -0.7 -1.3 -1.7
H -1.7 1.7 -0.3